Record 1
Below is C16H11NO2 in the gas phase, with properties calculated with ωB97M-V/def2-TZVPD.

The geometry in XYZ format:
```
30
Properties=species:S:1:pos:R:3:forces:R:3:nbo_charge:R:1
O -2.5629 1.4443 -0.7891 0.6 0.8 -0.6 -0.526
C -1.3593 1.6526 -0.9301 -2.0 -4.1 2.6 0.549
C -0.8383 2.8812 -1.4470 9.5 -6.3 5.6 -0.180
C 0.6273 3.1489 -1.1800 1.3 -0.2 -1.3 -0.153
C 1.2691 4.2795 -1.7759 -16.8 -6.5 -1.8 -0.156
C 0.3714 5.1456 -2.2680 -1.2 -1.6 0.3 -0.226
C -0.9106 4.8341 -2.3791 -7.3 0.5 -5.2 -0.154
C -1.5669 3.5638 -2.1732 -2.9 7.3 -3.2 -0.161
H -2.5976 3.2676 -2.2991 -0.1 0.5 -0.5 0.254
H -1.6473 5.5325 -3.1445 2.4 -1.3 2.6 0.192
H 0.4821 6.0277 -2.6585 1.9 5.0 -1.8 0.214
H 2.0451 4.4195 -1.4793 16.7 3.2 5.0 0.158
H 1.4210 2.4316 -0.6991 -2.5 1.1 -0.6 0.263
C -0.5747 0.4403 -0.3424 6.0 -1.7 -1.5 0.073
N 0.8209 0.2261 -0.7133 -2.7 2.0 1.5 -0.193
O 1.2472 -0.8641 0.1105 6.5 4.2 -5.4 -0.253
C 0.3190 -1.3948 0.5912 -11.8 -4.7 6.2 0.397
C -0.8977 -0.6853 0.4628 -3.0 1.7 -1.2 -0.377
H -2.0800 -0.7990 0.6048 3.2 -0.5 0.4 0.272
C 0.3319 -2.7091 1.3728 2.9 0.3 -4.6 -0.128
C -0.6750 -3.4608 1.8197 -5.3 0.3 5.1 -0.168
C -0.5514 -4.6304 2.7261 4.8 6.8 -7.5 -0.161
C 0.6818 -5.1384 2.6176 2.7 -0.8 1.3 -0.239
C 1.8096 -4.4885 2.1207 2.2 0.8 -6.2 -0.185
C 1.4784 -3.4262 1.0756 5.9 0.6 5.3 -0.171
H 2.4327 -2.7263 0.7511 -2.4 -2.3 0.2 0.219
H 3.0205 -4.9100 1.9388 -4.1 0.8 1.2 0.234
H 0.7913 -6.0824 3.0302 0.7 -1.7 1.2 0.206
H -1.2501 -5.1007 3.1483 -5.8 -3.3 3.1 0.198
H -1.6374 -2.8791 1.9084 0.6 -0.9 -0.2 0.205
```
Positions in Å, forces in eV/Å.

Values from the calculation:
F_max (eV Å⁻¹): 18.1
Total energy (hartree): -821.09719
Relative energy (zero: lowest compared OMol25 entry of this formula, charge and spin) (kcal/mol): 239.6
Charge: 0
SMILES string: O=C(c1ccccc1)c1cc(-c2ccccc2)on1
HOMO-LUMO gap (eV): 8.5

---

Record 2
Below is a molecular structure, C16H12AuN2O2S2, with properties calculated with ωB97M-V/def2-TZVPD.

The geometry in XYZ format:
```
35
Properties=species:S:1:pos:R:3:forces:R:3:nbo_charge:R:1
Au -0.3476 0.6447 0.6170 0.8 -0.9 0.3 0.630
S 2.5267 0.6683 -1.4236 0.0 -0.1 -0.1 -0.296
C 2.0585 1.9839 -0.5148 -0.1 0.1 0.0 -0.081
N 0.9593 2.1373 0.2210 -0.1 0.7 -0.1 -0.655
C 0.8607 3.3758 0.8382 0.1 0.0 -0.1 0.221
C -0.1869 3.7909 1.6558 0.0 0.0 0.0 -0.249
C -0.1430 5.0616 2.2038 0.0 0.0 0.0 -0.219
C 0.9269 5.9188 1.9485 0.0 0.0 0.0 -0.244
C 1.9736 5.5110 1.1352 0.0 0.0 0.0 -0.220
C 1.9330 4.2393 0.5838 0.0 0.0 0.0 -0.262
S 3.0650 3.4365 -0.4635 0.0 0.0 0.0 0.347
H -1.0076 3.1099 1.8467 0.0 0.0 0.0 0.238
H -0.9528 5.3930 2.8417 0.0 0.0 0.0 0.205
H 0.9440 6.9087 2.3869 0.0 0.0 0.0 0.201
H 2.8066 6.1736 0.9349 0.0 0.0 0.0 0.207
C -2.0149 -1.0311 -2.6485 0.1 0.0 0.1 -0.721
C -2.0436 0.3468 -2.1775 0.0 0.0 -0.1 0.299
N -2.0462 1.4364 -1.8195 -0.2 0.1 -0.1 -0.337
H -2.8092 -1.6033 -2.1729 0.0 0.0 0.0 0.249
H -1.0539 -1.4731 -2.3874 0.0 0.0 0.0 0.270
H -2.1429 -1.0566 -3.7291 0.0 0.0 0.0 0.239
O -2.4068 -0.1628 2.4524 -0.2 0.0 0.3 -0.689
C -1.7695 -1.1845 2.2124 0.0 0.1 -0.2 0.738
O -0.8391 -1.2739 1.3315 -0.4 0.0 0.0 -0.791
C -2.0730 -2.4625 2.9596 0.0 0.0 0.0 -0.079
C -1.2957 -3.6003 2.7733 0.0 0.0 0.0 -0.193
C -1.5875 -4.7664 3.4673 0.0 0.0 0.0 -0.234
C -2.6610 -4.8023 4.3473 0.0 0.0 0.0 -0.220
C -3.4398 -3.6673 4.5345 0.0 0.0 0.0 -0.235
C -3.1438 -2.5011 3.8447 0.0 0.0 0.0 -0.192
H -0.4669 -3.5502 2.0803 0.0 0.0 0.0 0.235
H -0.9768 -5.6494 3.3223 0.0 0.0 0.0 0.203
H -2.8896 -5.7130 4.8879 0.0 0.0 0.0 0.200
H -4.2771 -3.6931 5.2215 0.0 0.0 0.0 0.202
H -3.7251 -1.5975 3.9733 0.0 0.0 0.0 0.234
```
Positions in Å, forces in eV/Å.

Values from the calculation:
F_max (eV Å⁻¹): 1.2
Total energy (hartree): -1809.09965
Relative energy (zero: lowest compared OMol25 entry of this formula, charge and spin) (kcal/mol): 0.0
Charge: -1
HOMO-LUMO gap (eV): 7.3

---

Record 3
Below is C16H12BrF3N4O2S in the gas phase, with properties calculated with ωB97M-V/def2-TZVPD.

The geometry in XYZ format:
```
39
Properties=species:S:1:pos:R:3:forces:R:3:nbo_charge:R:1
C -1.4435 3.6942 0.1335 -0.2 0.3 -0.2 -0.442
N -0.9070 2.6406 0.9751 0.1 0.5 0.0 -0.266
C -1.2077 1.3425 0.7288 -0.6 -0.9 -0.3 0.462
N -1.9360 1.1152 -0.3585 0.3 0.5 0.4 -0.525
C -2.1740 -0.1485 -0.6927 0.3 -0.4 0.4 0.320
N -1.7713 -1.2259 -0.0923 -0.5 -0.2 -0.5 -0.441
C -1.1162 -1.0447 1.0810 0.1 0.6 0.1 0.165
C -0.7404 -2.1844 1.8117 0.1 0.0 0.2 -0.205
C -0.1245 -2.0455 3.0268 -0.1 -0.1 -0.2 -0.183
C 0.1232 -0.7712 3.5490 0.0 0.3 0.0 -0.223
C -0.2106 0.3574 2.8431 0.0 -0.1 0.4 -0.179
C -0.8185 0.2520 1.5816 -0.2 -0.5 -0.2 -0.107
H -0.0163 1.3319 3.2582 0.0 -0.1 0.1 0.236
H 0.5825 -0.6757 4.5211 0.0 0.0 0.1 0.220
H 0.1601 -2.9194 3.5931 0.0 -0.1 0.0 0.221
H -0.9695 -3.1496 1.3892 0.0 -0.1 -0.1 0.239
C -2.9176 -0.3260 -1.9976 -0.4 -0.1 -0.6 0.947
F -3.7091 0.7132 -2.2814 0.0 0.1 0.2 -0.312
F -2.0489 -0.4352 -3.0231 0.3 0.0 0.0 -0.327
F -3.6799 -1.4196 -2.0232 0.0 -0.1 0.2 -0.307
N 0.2551 2.9152 1.6791 0.8 -0.2 -0.4 -0.680
H 0.1842 3.7665 2.2263 0.0 0.1 0.0 0.402
S 1.6874 2.9468 0.7105 -0.4 0.0 0.2 2.274
O 2.7393 3.2298 1.6332 0.0 -0.2 0.3 -0.922
O 1.4993 3.8058 -0.4212 0.0 -0.3 -0.2 -0.929
C 1.7334 1.2484 0.1751 0.1 0.7 0.1 -0.294
C 2.2886 0.3060 1.0195 0.1 0.0 0.0 -0.178
C 2.2464 -1.0284 0.6595 0.0 0.0 -0.1 -0.248
C 1.6375 -1.3840 -0.5371 0.1 0.0 0.0 -0.051
C 1.1084 -0.4343 -1.3992 0.0 0.0 0.1 -0.244
C 1.1606 0.9003 -1.0337 0.1 0.0 -0.2 -0.195
H 0.7600 1.6694 -1.6752 -0.1 0.0 -0.1 0.254
H 0.6498 -0.7326 -2.3295 0.0 0.0 0.0 0.250
Br 1.5253 -3.2100 -0.9944 0.0 0.0 0.0 0.096
H 2.6676 -1.7879 1.2993 0.0 0.0 0.0 0.240
H 2.7453 0.6323 1.9394 0.1 -0.1 0.2 0.249
H -1.7284 4.5314 0.7729 0.0 0.0 0.0 0.198
H -0.7016 4.0309 -0.5918 -0.2 0.0 0.0 0.232
H -2.3150 3.3049 -0.3838 0.0 0.2 0.1 0.255
```
Positions in Å, forces in eV/Å.

Values from the calculation:
F_max (eV Å⁻¹): 1.1
Total energy (hartree): -4258.22612
Charge: 0
SMILES string: CN(NS(=O)(=O)c1ccc(Br)cc1)c1nc(C(F)(F)F)nc2ccccc12
HOMO-LUMO gap (eV): 8.6

---

Record 4
Below is a molecular structure, C16H12MnN4O6S2, with properties calculated with ωB97M-V/def2-TZVPD.

The geometry in XYZ format:
```
41
Properties=species:S:1:pos:R:3:forces:R:3:nbo_charge:R:1
Mn 0.2096 -0.4088 0.8929 -1.2 -1.8 -0.1 1.529
O 3.9971 0.0218 -0.6368 -0.2 0.1 0.2 -0.632
C 2.7733 0.1071 -0.1359 -0.3 -1.8 -0.8 0.792
O 1.9390 -0.8028 -0.2806 1.8 1.0 -0.5 -0.644
C 2.4470 1.3168 0.5949 -0.9 1.8 0.9 0.051
C 3.2639 2.3713 1.0000 0.1 -0.8 -0.4 -0.168
C 2.6714 3.3976 1.7075 -0.7 0.4 0.5 -0.147
C 1.3022 3.3700 2.0292 1.0 0.5 0.1 -0.149
C 0.5684 2.2865 1.6241 0.2 -0.8 -0.7 0.133
N 1.1422 1.3328 0.8935 1.5 1.5 0.0 -0.498
C -0.8884 1.9700 1.9177 -0.8 -1.8 -0.6 0.740
O -1.5932 2.7709 2.4722 -0.1 0.7 0.3 -0.594
O -1.2329 0.7581 1.5099 -0.3 2.2 0.7 -0.838
H 4.0689 -0.8503 -1.0525 0.1 -0.1 -0.1 0.513
H 4.3232 2.3673 0.7793 0.0 0.0 0.0 0.238
H 3.2825 4.2246 2.0447 0.0 0.0 0.0 0.231
H 0.8195 4.1599 2.5897 0.1 0.0 0.0 0.255
N 6.8779 -4.2325 3.3096 0.0 0.2 0.2 -0.797
C 5.7526 -3.4429 3.4694 0.1 -0.2 -0.2 0.176
C 5.5750 -2.3002 2.6795 0.1 0.0 0.0 -0.228
C 4.4612 -1.5057 2.8446 -0.1 0.0 0.1 -0.173
C 3.4968 -1.8294 3.7982 0.3 -0.1 -0.2 -0.408
C 3.6788 -2.9467 4.6041 0.0 0.0 -0.1 -0.137
C 4.7940 -3.7510 4.4339 0.0 0.0 0.1 -0.277
S 2.0673 -0.8226 3.9522 0.0 -0.1 0.2 2.361
O 2.4961 0.5319 3.7221 0.0 0.2 0.0 -0.973
O 1.4524 -1.1943 5.1992 -0.2 0.0 0.0 -0.954
N 1.1351 -1.1910 2.7010 -0.3 -0.6 0.4 -1.035
C 0.2003 -2.1832 2.6864 -0.1 0.0 -0.3 0.250
S -0.3180 -3.3633 3.8477 0.3 0.2 0.1 0.430
C -1.4962 -3.9556 2.7230 -0.1 -0.1 0.3 -0.464
C -1.4707 -3.2392 1.5917 0.5 0.4 -0.2 -0.021
N -0.5019 -2.2493 1.5540 -0.4 -1.0 0.3 -0.665
H 7.4174 -4.1329 2.4700 0.0 0.0 -0.1 0.384
H 6.8806 -5.1503 3.7141 -0.1 0.0 0.0 0.387
H 6.3285 -2.0358 1.9440 0.0 0.0 0.0 0.198
H 4.3458 -0.6087 2.2468 0.0 0.0 0.0 0.217
H 2.9471 -3.1817 5.3661 0.0 0.0 0.0 0.243
H 4.9290 -4.6247 5.0623 0.0 0.0 0.0 0.212
H -2.1578 -4.7689 2.9748 0.1 0.0 0.0 0.245
H -2.1180 -3.3778 0.7387 0.0 0.0 0.0 0.218
```
Positions in Å, forces in eV/Å.

Values from the calculation:
⟨S²⟩: 8.76
F_max (eV Å⁻¹): 2.4
Total energy (hartree): -3234.86408
Charge: 0
HOMO-LUMO gap (alpha / beta) (eV): 6.6 / 6.7
Spin multiplicity: 6

---

Record 5
Below is C16H12N6OS in the gas phase, with properties calculated with ωB97M-V/def2-TZVPD.

The geometry in XYZ format:
```
36
Properties=species:S:1:pos:R:3:forces:R:3:nbo_charge:R:1
O 1.4745 -0.8475 0.6370 -3.7 0.3 -2.8 -0.649
N 3.0475 4.8588 3.1961 -1.5 -0.7 2.0 -0.414
N 0.7268 -4.5151 -1.1544 -0.2 0.1 -0.1 -0.388
N -2.5023 -4.7475 -2.7189 -1.2 0.6 -0.6 -0.454
S 0.6128 4.5816 4.1140 1.1 0.0 0.3 0.312
C 0.4030 -0.3931 0.0771 5.2 -3.1 2.9 0.795
C 2.3047 5.2391 4.2647 1.6 -2.2 -4.2 -0.098
C -0.2871 -5.1872 -1.6632 0.2 3.4 0.9 0.023
C -1.4271 -4.3429 -2.0754 0.4 -2.1 -1.2 0.290
C -3.2495 -3.6176 -2.9985 1.8 1.2 1.2 -0.035
C 0.7075 -3.1255 -0.9246 -2.0 -1.7 -0.7 -0.112
C -2.6068 -2.4743 -2.4481 -1.0 -3.2 -1.9 -0.175
C -0.4572 -2.3830 -1.1884 3.9 -0.1 0.4 0.358
C 2.8970 3.2030 1.2885 -1.1 -2.6 0.0 -0.163
C 2.2191 2.0860 0.6601 0.5 2.4 1.1 -0.192
C 0.3568 2.5337 2.1132 1.1 1.5 -0.6 -0.231
C 2.3992 3.8591 2.4141 0.0 1.3 -0.9 0.062
C 1.0778 3.5856 2.6825 -0.6 0.3 2.4 -0.155
C 0.9184 1.8319 1.0513 -1.2 -0.3 0.6 0.165
N -1.3777 -2.9584 -2.0042 -1.5 0.6 1.6 -0.324
N -0.5605 -1.0564 -0.7865 1.5 1.1 1.3 -0.436
N 0.0770 0.8642 0.4031 -1.1 -0.7 -1.6 -0.435
C -1.5373 -0.0572 -1.1736 0.1 -1.4 2.2 -0.201
C -1.1612 1.0810 -0.2739 -2.0 3.2 0.0 -0.210
H 2.9618 5.7377 5.0184 -1.8 0.0 -0.2 0.260
H -0.2335 -6.2820 -1.6581 -0.4 0.6 -0.4 0.225
H -4.1430 -3.5525 -3.6303 0.4 -0.5 0.6 0.215
H 1.5898 -2.7598 -0.4357 -0.2 0.4 0.1 0.259
H -2.9981 -1.4974 -2.5376 0.4 0.7 0.1 0.223
H 3.8803 3.3988 1.0422 1.9 0.4 -0.8 0.221
H 2.6304 1.4709 -0.1136 0.5 0.1 -0.3 0.240
H -0.6263 2.4329 2.4506 -1.4 -0.7 0.2 0.223
H -1.4197 0.2658 -2.1373 0.1 0.3 -2.8 0.195
H -2.5535 -0.4079 -0.9775 0.2 0.3 0.0 0.212
H -1.1462 1.9720 -0.9087 0.2 0.2 0.3 0.202
H -1.9976 1.2031 0.3957 -0.1 0.4 0.7 0.191
```
Positions in Å, forces in eV/Å.

Values from the calculation:
F_max (eV Å⁻¹): 6.7
Total energy (hartree): -1418.79386
Relative energy (zero: lowest compared OMol25 entry of this formula, charge and spin) (kcal/mol): 0.0
Charge: 0
SMILES string: O=C1N(c2ccc3ncsc3c2)CCN1c1cncc2nccn12
HOMO-LUMO gap (eV): 8.0

---

Record 6
Below is a molecular structure, C16H12NNaS, with properties calculated with ωB97M-V/def2-TZVPD.

The geometry in XYZ format:
```
31
Properties=species:S:1:pos:R:3:forces:R:3:nbo_charge:R:1
C 3.0190 -3.3586 4.5847 -0.1 0.1 0.0 -0.225
C 1.9040 -2.5772 4.9262 0.0 -0.1 -0.6 -0.205
C 1.0741 -2.0689 3.9186 0.3 -0.2 -0.1 -0.215
C 1.3509 -2.3179 2.5605 0.4 -0.3 0.6 0.142
N 0.5184 -1.7370 1.5952 -0.6 0.5 -2.1 -0.503
C 0.4194 -1.7192 0.3676 1.2 -1.2 2.8 0.220
S 0.3739 -1.8272 -1.1776 0.2 -0.1 0.2 0.117
C 2.4561 -3.1241 2.2303 0.0 0.1 0.3 -0.233
C 3.2897 -3.6337 3.2391 -0.5 0.3 -0.1 -0.202
H 3.6761 -3.7541 5.3691 -0.3 0.2 -0.4 0.215
H 1.6819 -2.3619 5.9728 0.1 -0.1 -0.3 0.217
H 0.2029 -1.4650 4.1514 0.1 0.0 0.1 0.223
H 2.6581 -3.3369 1.1838 0.0 0.0 0.1 0.222
H 4.1517 -4.2433 2.9638 -0.3 0.2 0.1 0.217
C -0.0366 1.4682 -3.7467 -1.0 0.4 0.1 -0.379
Na -4.0670 2.3673 -3.4126 1.0 0.1 0.6 0.984
C -0.4659 0.1492 -3.4556 0.2 1.2 0.6 -0.247
C -1.2808 0.1890 -2.2999 -1.4 0.4 -0.1 -0.389
C -1.5271 1.5563 -1.9590 -0.5 -1.0 -0.6 -0.154
C -0.7853 2.3712 -2.8861 0.6 -0.9 -1.0 -0.043
C -1.0554 3.7414 -2.9262 0.2 0.1 0.1 -0.238
C -2.0208 4.2918 -2.0881 0.6 0.9 -0.9 -0.340
C -2.7332 3.5165 -1.1705 -0.3 -0.6 0.7 -0.354
C -2.4771 2.1438 -1.0902 0.1 0.2 0.3 -0.281
H 0.6335 1.7705 -4.5508 -0.3 -0.1 0.2 0.204
H -0.2038 -0.7259 -4.0479 0.1 0.1 0.4 0.206
H -1.8274 -0.6116 -1.7884 0.4 0.2 -0.5 0.205
H -0.4838 4.3605 -3.6142 -0.2 0.1 0.1 0.207
H -2.1383 5.3756 -2.0934 -0.2 -0.2 0.0 0.208
H -3.3824 4.0314 -0.4512 0.2 -0.4 -0.3 0.213
H -2.9249 1.5300 -0.3048 -0.1 0.2 -0.3 0.211
```
Positions in Å, forces in eV/Å.

Values from the calculation:
F_max (eV Å⁻¹): 3.3
Total energy (hartree): -1232.07675
Relative energy (zero: lowest compared OMol25 entry of this formula, charge and spin) (kcal/mol): 0.0
Charge: 0
HOMO-LUMO gap (eV): 4.4